# 1
The following is a DFT calculation (ωB97M-V with the def2-TZVPD basis set) of a molecular structure, C8H22BrMnN2O2 in a non-equilibrium geometry.

Results
spin multiplicity = 6
expectation value of S² = 8.754
net charge = +1
strongest force on any atom = 1.79 eV/Å
energy above the lowest of the compared OMol25 structures with the same formula, charge and spin = 0.0 kcal per mole
calculated total energy = -117087.0519 eV

Each line ends with the Löwdin charge.
Geometry (Å):
Mn1 -8.54 -17.53 23.33  0.628
Br1 -9.67 -18.44 25.42  -0.021
C1 -11.23 -19.76 20.76  -0.038
C2 -10.32 -19.35 21.93  -0.394
C3 -8.98 -20.09 21.86  -0.161
O1 -7.96 -19.40 22.59  -0.335
C4 -6.82 -20.23 22.81  -0.050
N1 -10.07 -17.88 21.83  -0.016
H1 -12.28 -19.47 20.89  0.089
H2 -11.14 -20.83 20.56  0.090
H3 -10.98 -19.21 19.84  0.084
H4 -10.79 -19.59 22.88  0.106
H5 -8.70 -20.12 20.80  0.142
H6 -9.07 -21.11 22.23  0.147
H7 -7.03 -20.96 23.59  0.115
H8 -6.02 -19.61 23.22  0.083
H9 -6.44 -20.63 21.87  0.111
H10 -10.99 -17.45 21.81  0.118
H11 -9.73 -17.64 20.90  0.094
C5 -5.05 -16.01 21.17  -0.035
C6 -6.00 -16.71 22.14  -0.415
C7 -5.72 -16.33 23.60  -0.175
O2 -6.46 -17.21 24.44  -0.298
C8 -6.04 -17.20 25.81  -0.059
N2 -7.40 -16.46 21.82  0.009
H12 -5.18 -14.93 21.25  0.093
H13 -5.32 -16.26 20.14  0.086
H14 -4.00 -16.28 21.25  0.093
H15 -5.76 -17.78 22.14  0.127
H16 -6.05 -15.30 23.83  0.144
H17 -4.64 -16.38 23.75  0.144
H18 -5.09 -17.72 25.94  0.102
H19 -6.81 -17.77 26.32  0.059
H20 -6.01 -16.19 26.22  0.103
H21 -7.58 -16.59 20.83  0.110
H22 -7.59 -15.47 21.99  0.120

=====

# 2
The following is a DFT calculation (ωB97M-V with the def2-TZVPD basis set) of a molecular structure, C44H40BIN11O3Pb in a non-equilibrium geometry.

Results
spin multiplicity = 2
expectation value of S² = 0.772
net charge = +2
strongest force on any atom = 2.44 eV/Å
energy above the lowest of the compared OMol25 structures with the same formula, charge and spin = 42.0 kcal per mole
calculated total energy = -82819.7896 eV

Each line ends with the Löwdin charge.
Geometry (Å):
Pb1 0.25 0.04 -0.27  1.463
C1 1.20 -3.58 -2.68  -0.005
C2 0.54 -2.36 -2.57  -0.119
N1 0.34 -2.07 -1.29  -0.085
N2 0.86 -3.06 -0.56  -0.022
C3 1.38 -3.99 -1.37  -0.043
B1 0.62 -3.22 0.95  -0.736
N3 -0.89 -3.13 1.15  0.013
C4 -1.76 -3.82 1.92  -0.047
C5 -2.93 -3.09 2.01  -0.029
C6 -2.67 -1.94 1.26  -0.127
N4 -1.45 -1.97 0.75  0.001
N5 1.11 -2.08 1.93  -0.012
C7 1.32 -2.33 3.23  -0.024
C8 1.05 -1.19 3.96  0.007
C9 0.65 -0.26 3.00  -0.133
N6 0.71 -0.81 1.80  -0.100
N7 1.39 -4.45 1.37  -0.046
C10 1.11 -5.76 1.45  -0.066
C11 2.30 -6.45 1.59  -0.037
C12 3.29 -5.45 1.57  -0.128
N8 2.72 -4.28 1.43  0.039
H1 1.49 -4.10 -3.57  0.110
H2 0.18 -1.70 -3.34  0.121
H3 1.87 -4.87 -1.01  0.129
H4 -1.51 -4.75 2.37  0.118
H5 -3.81 -3.34 2.55  0.101
H6 -3.31 -1.10 1.10  0.099
H7 1.64 -3.28 3.58  0.135
H8 1.09 -1.06 5.01  0.114
H9 0.29 0.74 3.14  0.127
H10 0.11 -6.14 1.41  0.119
H11 2.44 -7.50 1.69  0.100
H12 4.35 -5.56 1.65  0.110
C13 4.05 6.19 3.49  -0.050
O1 2.95 5.55 2.87  -0.098
C14 2.16 6.26 2.04  -0.214
C15 2.34 7.59 1.69  -0.005
C16 1.50 8.19 0.77  -0.068
C17 0.45 7.47 0.21  -0.080
C18 0.23 6.15 0.56  -0.052
C19 1.08 5.52 1.47  -0.178
N9 0.99 4.19 1.85  0.152
C20 0.46 3.15 1.08  -0.355
N10 -0.87 3.22 0.95  0.168
C21 -1.86 2.49 0.28  -0.168
C22 -1.75 1.22 -0.25  -0.181
C23 -2.83 0.60 -0.87  -0.160
C24 -4.05 1.27 -0.94  -0.051
C25 -4.19 2.53 -0.40  0.011
C26 -3.11 3.16 0.21  -0.198
O2 -3.13 4.40 0.76  -0.098
C27 -4.35 5.11 0.86  -0.035
N11 1.23 2.23 0.59  0.057
C28 2.62 2.26 0.84  -0.243
C29 3.08 1.54 1.95  -0.094
C30 4.41 1.42 2.26  -0.096
C31 5.36 2.04 1.46  -0.068
C32 4.94 2.81 0.40  0.012
C33 3.58 2.94 0.06  -0.205
O3 3.40 3.74 -1.02  -0.048
C34 2.13 4.05 -1.54  -0.035
H13 3.71 7.02 4.12  0.105
H14 4.77 6.55 2.75  0.102
H15 4.52 5.43 4.12  0.098
H16 3.14 8.16 2.13  0.113
H17 1.66 9.22 0.49  0.111
H18 -0.20 7.95 -0.51  0.107
H19 -0.58 5.61 0.10  0.102
H20 1.82 3.92 2.38  0.136
H21 -1.30 4.02 1.42  0.150
H22 -2.73 -0.39 -1.28  0.100
H23 -4.88 0.79 -1.42  0.121
H24 -5.15 3.03 -0.45  0.119
H25 -4.10 6.04 1.37  0.104
H26 -5.09 4.57 1.45  0.107
H27 -4.76 5.35 -0.13  0.104
H28 2.35 1.05 2.56  0.075
H29 4.70 0.82 3.11  0.113
H30 6.41 1.92 1.68  0.115
H31 5.65 3.35 -0.22  0.129
H32 2.33 4.56 -2.48  0.112
H33 1.58 4.72 -0.88  0.079
H34 1.54 3.15 -1.73  0.061
I1 3.54 -1.20 -0.18  1.373
C35 3.76 -0.29 -2.08  -0.495
C36 4.99 -0.43 -2.69  -0.088
C37 5.22 0.13 -3.95  -0.003
C38 4.23 0.81 -4.59  0.055
C39 2.96 0.96 -4.01  -0.129
C40 1.94 1.65 -4.69  0.022
C41 0.70 1.82 -4.16  -0.013
C42 0.43 1.29 -2.88  -0.140
C43 1.41 0.63 -2.21  -0.215
C44 2.70 0.41 -2.70  -0.220
H35 5.78 -0.99 -2.21  0.110
H36 6.19 0.02 -4.41  0.130
H37 4.40 1.24 -5.57  0.140
H38 2.16 2.06 -5.67  0.133
H39 -0.08 2.35 -4.68  0.128
H40 -0.56 1.43 -2.47  0.082

=====

# 3
The following is a DFT calculation (ωB97M-V with the def2-TZVPD basis set) of 11 unconnected molecules or ions with the total composition C49H85Br2N10O5PS.

Results
net charge = 0
strongest force on any atom = 0.70 eV/Å
energy above the lowest of the compared OMol25 structures with the same formula, charge and spin = 0.0 kcal per mole
calculated total energy = -237538.3283 eV

Each line ends with the Löwdin charge.
Geometry (Å):
C1 4.42 -2.21 1.42  0.005
C2 4.60 -1.54 0.09  -0.536
O1 5.65 -1.21 -0.36  0.121
O2 3.42 -1.30 -0.58  -0.074
C3 3.28 0.04 -1.04  -0.200
C4 2.48 0.92 -0.05  -0.790
S1 1.78 -0.09 1.27  0.870
O3 1.46 1.57 -0.87  -0.118
C5 0.34 1.97 -0.23  -0.574
O4 0.32 2.86 0.56  0.140
C6 -0.95 1.19 -0.51  -0.644
Br1 -0.79 -0.05 -1.99  0.745
C7 -2.20 2.08 -0.48  -0.747
C8 -3.30 1.40 0.35  -0.137
Br2 -2.84 2.64 -2.23  0.700
P1 3.75 2.07 0.76  0.919
C9 3.63 3.48 -0.38  -0.260
O5 2.96 2.70 2.07  -0.343
H1 4.19 -1.44 2.16  0.057
H2 5.34 -2.73 1.69  0.087
H3 3.57 -2.89 1.40  0.088
H4 4.28 0.45 -1.19  0.105
H5 2.75 0.04 -2.00  0.136
H6 1.47 0.95 2.06  -0.107
H7 -1.03 0.51 0.35  0.078
H8 -1.89 3.01 -0.01  0.075
H9 -3.19 1.73 1.39  0.080
H10 -3.19 0.32 0.32  0.053
H11 -4.30 1.66 -0.01  0.062
H12 4.34 4.24 -0.05  0.000
H13 3.94 3.14 -1.38  0.057
H14 2.63 3.91 -0.42  0.043
H15 3.23 2.17 2.83  -0.022
C10 -6.13 -1.58 -5.32  -0.108
C11 -4.86 -0.75 -5.17  -0.250
C12 -4.50 -0.50 -3.71  -0.204
C13 -5.51 0.31 -3.02  -0.265
N1 -6.30 0.95 -2.49  0.152
H16 -6.99 -1.06 -4.90  0.079
H17 -6.33 -1.79 -6.37  0.053
H18 -6.03 -2.54 -4.80  0.035
H19 -4.98 0.21 -5.69  0.113
H20 -4.02 -1.26 -5.64  0.108
H21 -3.54 0.02 -3.62  0.054
H22 -4.40 -1.44 -3.17  0.124
C14 8.33 -0.31 1.31  -0.106
C15 9.23 -0.10 2.52  -0.272
C16 8.76 -0.89 3.75  -0.186
C17 7.46 -0.42 4.24  -0.209
N2 6.46 -0.03 4.65  0.170
H23 7.31 0.04 1.50  0.061
H24 8.72 0.24 0.45  0.073
H25 8.27 -1.36 1.03  0.076
H26 9.28 0.96 2.77  0.096
H27 10.25 -0.42 2.28  0.099
H28 9.48 -0.80 4.56  0.115
H29 8.68 -1.96 3.51  0.120
C18 -10.52 -4.68 -2.83  -0.108
C19 -10.25 -3.65 -3.92  -0.252
C20 -9.28 -4.18 -4.99  -0.178
C21 -7.95 -4.44 -4.44  -0.210
N3 -6.89 -4.62 -4.03  0.168
H30 -9.62 -4.93 -2.28  0.072
H31 -11.25 -4.29 -2.11  0.073
H32 -10.93 -5.60 -3.25  0.075
H33 -9.84 -2.74 -3.48  0.115
H34 -11.18 -3.38 -4.42  0.111
H35 -9.18 -3.44 -5.79  0.097
H36 -9.66 -5.10 -5.43  0.123
C22 -3.84 1.11 4.86  -0.118
C23 -3.87 -0.38 5.15  -0.272
C24 -3.38 -1.22 3.98  -0.192
C25 -4.22 -1.12 2.78  -0.224
N4 -4.83 -0.98 1.82  0.162
H37 -4.52 1.37 4.05  0.070
H38 -4.13 1.68 5.74  0.073
H39 -2.84 1.44 4.58  0.062
H40 -4.88 -0.68 5.43  0.113
H41 -3.22 -0.60 6.00  0.068
H42 -3.31 -2.27 4.25  0.116
H43 -2.37 -0.90 3.70  0.113
C26 10.75 4.15 3.41  -0.108
C27 12.09 3.46 3.61  -0.262
C28 12.88 3.31 2.31  -0.192
C29 12.19 2.44 1.36  -0.229
N5 11.61 1.75 0.63  0.160
H44 10.10 3.57 2.75  0.065
H45 10.23 4.28 4.36  0.072
H46 10.88 5.14 2.96  0.078
H47 11.93 2.48 4.06  0.107
H48 12.70 4.03 4.31  0.107
H49 13.86 2.89 2.50  0.117
H50 13.03 4.28 1.84  0.121
C30 -2.65 -8.27 -4.11  -0.112
C31 -2.99 -6.81 -4.39  -0.262
C32 -4.41 -6.62 -4.93  -0.215
C33 -4.59 -7.24 -6.24  -0.242
N6 -4.73 -7.72 -7.28  0.134
H51 -2.68 -8.86 -5.03  0.071
H52 -1.65 -8.36 -3.69  0.070
H53 -3.36 -8.70 -3.41  0.075
H54 -2.27 -6.39 -5.10  0.110
H55 -2.90 -6.22 -3.47  0.108
H56 -4.65 -5.56 -5.02  0.087
H57 -5.14 -7.04 -4.24  0.112
C34 1.13 7.96 -0.83  -0.105
C35 2.01 8.62 0.22  -0.261
C36 3.46 8.82 -0.25  -0.191
C37 4.13 7.54 -0.49  -0.214
N7 4.66 6.54 -0.68  0.164
H58 1.49 6.95 -1.06  0.069
H59 0.11 7.87 -0.48  0.074
H60 1.13 8.53 -1.76  0.077
H61 2.01 8.03 1.14  0.111
H62 1.61 9.60 0.48  0.107
H63 4.04 9.37 0.48  0.117
H64 3.48 9.39 -1.18  0.120
C38 1.90 3.32 6.37  -0.101
C39 3.22 2.80 6.92  -0.252
C40 4.20 2.39 5.81  -0.180
C41 3.68 1.26 5.03  -0.249
N8 3.28 0.38 4.42  0.178
H65 1.38 2.55 5.79  0.062
H66 1.23 3.64 7.17  0.075
H67 2.06 4.18 5.71  0.078
H68 3.04 1.94 7.58  0.109
H69 3.69 3.57 7.53  0.108
H70 5.17 2.10 6.22  0.109
H71 4.36 3.23 5.13  0.124
C42 0.75 -2.41 8.21  -0.106
C43 0.53 -2.52 6.71  -0.255
C44 0.67 -1.17 6.00  -0.193
C45 -0.36 -0.21 6.42  -0.215
N9 -1.18 0.52 6.75  0.174
H72 0.00 -1.77 8.68  0.072
H73 0.69 -3.40 8.68  0.072
H74 1.74 -2.00 8.44  0.076
H75 -0.46 -2.93 6.51  0.108
H76 1.26 -3.20 6.27  0.110
H77 0.60 -1.29 4.92  0.113
H78 1.65 -0.73 6.20  0.091
C46 -8.66 -2.12 -11.30  -0.108
C47 -7.55 -2.21 -10.26  -0.259
C48 -8.04 -2.75 -8.92  -0.197
C49 -9.01 -1.85 -8.29  -0.252
N10 -9.78 -1.14 -7.80  0.152
H79 -9.43 -1.42 -10.99  0.073
H80 -8.26 -1.77 -12.26  0.072
H81 -9.12 -3.09 -11.46  0.077
H82 -7.09 -1.23 -10.11  0.113
H83 -6.76 -2.87 -10.62  0.109
H84 -7.21 -2.89 -8.23  0.100
H85 -8.51 -3.73 -9.05  0.122

=====

# 4
The following is a DFT calculation (ωB97M-V with the def2-TZVPD basis set) of a molecular structure, C39H56AsN7S2Ti in a non-equilibrium geometry.

Results
spin multiplicity = 2
expectation value of S² = 0.755
net charge = +3
strongest force on any atom = 1.71 eV/Å
energy above the lowest of the compared OMol25 structures with the same formula, charge and spin = 51.7 kcal per mole
calculated total energy = -157386.8459 eV

Each line ends with the Löwdin charge.
Geometry (Å):
Ti1 0.37 0.54 2.00  0.780
C1 4.58 -0.80 2.00  0.018
C2 3.11 -0.59 1.91  -0.274
N1 2.49 0.52 2.13  -0.026
C3 3.19 1.71 2.61  -0.121
C4 2.21 2.54 3.46  -0.148
N2 1.02 1.73 3.80  -0.167
C5 1.24 0.77 4.90  -0.153
C6 -0.10 0.11 5.18  -0.136
N3 -0.69 -0.31 3.89  -0.101
C7 -2.17 -0.13 3.77  -0.112
C8 -2.55 0.15 2.30  -0.135
N4 -1.43 -0.41 1.53  -0.056
C9 -1.41 -1.65 1.16  -0.227
C10 -2.59 -2.50 0.85  0.029
C11 -0.03 -2.24 1.13  -0.185
C12 0.28 -3.56 0.87  0.051
C13 1.60 -3.98 1.06  0.007
C14 2.58 -3.05 1.39  0.013
C15 2.20 -1.73 1.61  -0.250
N5 0.91 -1.38 1.56  0.000
H1 4.87 -1.05 3.02  0.125
H2 5.13 0.09 1.70  0.104
H3 4.90 -1.62 1.36  0.088
H4 3.53 2.29 1.74  0.144
H5 4.08 1.43 3.19  0.130
H6 1.86 3.41 2.91  0.084
H7 2.70 2.90 4.37  0.141
H8 0.28 2.36 4.11  0.088
H9 1.63 1.28 5.80  0.147
H10 1.99 0.03 4.59  0.128
H11 -0.77 0.82 5.66  0.132
H12 0.02 -0.73 5.87  0.144
H13 -0.51 -1.31 3.78  0.127
H14 -2.47 0.71 4.40  0.129
H15 -2.69 -1.02 4.14  0.139
H16 -2.61 1.23 2.12  0.071
H17 -3.51 -0.28 2.04  0.129
H18 -2.73 -3.27 1.61  0.119
H19 -2.41 -3.02 -0.09  0.106
H20 -3.50 -1.92 0.75  0.089
H21 -0.48 -4.26 0.56  0.132
H22 1.87 -5.01 0.90  0.135
H23 3.61 -3.35 1.48  0.134
S1 0.57 0.74 -0.76  0.745
C16 0.87 0.01 -2.25  -0.593
N6 0.23 0.45 -3.29  -0.094
C17 0.45 -0.11 -4.63  -0.072
C18 0.76 -1.58 -4.52  -0.089
N7 1.85 -1.78 -3.56  -0.083
C19 2.72 -2.93 -3.88  -0.096
C20 1.95 -4.22 -3.80  -0.223
C21 1.55 -4.71 -2.56  -0.047
C22 0.83 -5.89 -2.48  -0.075
C23 0.49 -6.59 -3.64  -0.060
C24 0.89 -6.10 -4.87  -0.046
C25 1.61 -4.92 -4.95  -0.028
C26 1.93 -1.08 -2.43  -0.669
S2 3.09 -1.25 -1.26  0.812
C27 -0.70 1.59 -3.24  -0.117
C28 -2.14 1.17 -3.10  -0.223
C29 -3.13 2.09 -3.43  -0.036
C30 -4.47 1.77 -3.29  -0.056
C31 -4.84 0.51 -2.83  -0.061
C32 -3.86 -0.42 -2.50  -0.072
C33 -2.52 -0.09 -2.64  -0.055
H24 1.26 0.44 -5.11  0.156
H25 -0.47 0.04 -5.20  0.151
H26 1.09 -1.94 -5.49  0.144
H27 -0.11 -2.17 -4.22  0.147
H28 3.58 -2.90 -3.21  0.093
H29 3.08 -2.77 -4.90  0.138
H30 1.85 -4.17 -1.67  0.078
H31 0.54 -6.30 -1.52  0.099
H32 -0.06 -7.51 -3.57  0.116
H33 0.64 -6.64 -5.77  0.118
H34 1.93 -4.55 -5.92  0.121
H35 -0.54 2.15 -4.16  0.148
H36 -0.40 2.22 -2.40  0.055
H37 -2.86 3.06 -3.81  0.127
H38 -5.23 2.49 -3.55  0.120
H39 -5.88 0.25 -2.74  0.116
H40 -4.14 -1.41 -2.17  0.104
H41 -1.76 -0.82 -2.39  0.096
C34 1.41 4.02 -0.76  -0.161
C35 0.61 4.39 0.48  -0.398
As1 -0.59 3.05 1.25  1.164
C36 -2.04 2.93 -0.09  -0.407
C37 -3.43 3.36 0.34  -0.131
C38 -1.43 4.26 2.58  -0.395
C39 -0.55 4.86 3.67  -0.137
H42 2.10 4.84 -0.99  0.089
H43 0.77 3.88 -1.63  0.057
H44 2.00 3.11 -0.63  0.034
H45 -0.06 5.24 0.28  0.092
H46 1.28 4.71 1.28  0.056
H47 -2.04 1.89 -0.44  0.025
H48 -1.69 3.54 -0.93  0.074
H49 -3.82 2.77 1.17  0.062
H50 -4.12 3.21 -0.50  0.077
H51 -3.49 4.41 0.61  0.075
H52 -2.29 3.74 3.01  0.070
H53 -1.83 5.07 1.96  0.076
H54 -0.23 4.15 4.43  0.054
H55 -1.13 5.62 4.21  0.094
H56 0.33 5.37 3.28  0.072